DFT (ωB97M-V with the def2-TZVPD basis set) results for C12H15P in the gas phase in a non-equilibrium geometry.

Results
Frontier orbital gap ... 8.96 eV
Total energy ... -21972.3191 eV
LUMO level ... 0.38 eV

```
28
Properties=species:S:1:pos:R:3:forces:R:3
C 2.105 -2.795 0.608 -0.732 0.700 -0.271
C 0.755 -2.342 0.616 2.623 2.002 -0.007
C 3.236 -2.024 0.295 -2.889 1.684 0.964
C 0.445 -0.968 0.435 1.467 -0.716 -0.485
C 1.468 -0.032 0.294 -2.280 2.320 -0.275
C -1.590 0.077 -1.954 1.856 1.489 1.439
C -1.669 -1.062 -0.984 -0.076 0.563 0.575
C -1.961 1.257 -1.046 5.171 2.489 -2.294
C -0.955 -0.511 0.316 -1.858 0.792 0.548
C 0.258 1.831 0.215 3.194 -1.716 -0.077
C -1.045 1.107 0.206 -1.681 0.823 1.145
C 0.748 2.644 1.477 -1.332 -0.650 -1.299
P 3.161 -0.236 0.229 -0.008 -1.227 -0.378
H 2.221 -3.828 0.917 0.264 -0.114 -0.315
H 0.039 -3.042 0.908 -1.325 -0.914 0.177
H 4.154 -2.503 0.343 1.795 -0.716 -0.087
H -0.534 0.245 -2.339 -1.119 -0.249 0.512
H -2.225 0.089 -2.766 -1.396 -0.593 -1.878
H -2.724 -1.350 -0.883 0.248 0.148 0.550
H -1.142 -1.916 -1.297 0.638 -1.262 -0.516
H -1.762 2.257 -1.642 -0.235 -1.639 1.295
H -2.909 1.342 -0.730 -3.660 -0.345 0.852
H -1.508 -0.903 1.187 0.082 0.361 -0.167
H 0.506 2.412 -0.714 -0.093 -0.969 0.699
H -1.560 1.737 1.061 0.310 -2.095 -1.044
H 1.751 2.264 1.642 0.052 0.642 0.553
H 0.067 2.527 2.330 0.404 -0.596 -0.015
H 0.669 3.721 1.278 0.579 -0.211 -0.202
```
Forces are in eV/Å.

Atomic partial charges in e from the Mulliken method, atoms 1 to 6:
1 C -0.353
2 C -0.446
3 C -0.610
4 C 0.113
5 C -0.140
6 C -0.592

DFT (ωB97M-V with the def2-TZVPD basis set) results for a molecular structure, C12H16BBaF4O16PPd in a non-equilibrium geometry.

Results
2S+1 ... 3
⟨S²⟩ ... 2.0071
Frontier orbital gap (alpha / beta) ... 6.45 / 6.37 eV
Total energy ... -70473.9105 eV
LUMO level (alpha / beta) ... -0.61 / -0.61 eV

```
52
Properties=species:S:1:pos:R:3:forces:R:3
Pd -1.423 -1.523 0.561 -1.130 -0.225 -0.323
Ba -2.818 -1.128 -3.252 -0.315 -0.981 0.979
B -2.150 0.411 -0.869 -0.426 1.239 0.154
H -3.090 -0.224 -0.587 -1.101 -0.642 -0.303
H -1.484 -0.066 -1.682 0.998 -0.117 -0.755
H -2.536 1.503 -1.219 0.029 0.434 -0.035
H -1.497 0.550 0.118 0.692 0.135 0.768
P -3.006 -3.280 -0.949 0.761 -0.743 1.747
O -4.038 -2.887 -2.013 -0.137 0.973 -0.504
O -3.159 -2.605 0.497 -0.587 0.689 0.181
O -1.681 -2.487 -1.344 0.380 0.122 -1.123
O -2.814 -4.717 -0.701 -0.050 -0.937 -0.582
C 2.420 -2.727 -5.163 -0.282 0.556 -0.067
C 3.066 -2.235 -3.867 -0.182 -0.160 -1.363
O 2.114 -1.266 -3.489 -0.302 -0.153 0.748
C 0.886 -1.744 -3.847 1.138 -0.152 0.314
O -0.123 -1.389 -3.344 -0.435 0.391 -0.614
O 1.028 -2.683 -4.791 -0.287 -0.360 -0.041
F 4.245 -1.621 -4.103 0.055 0.009 0.173
H 2.697 -3.700 -5.549 -0.110 -0.150 0.262
H 2.520 -1.960 -5.933 0.506 -0.110 -0.047
H 3.183 -3.026 -3.127 0.080 0.229 0.277
C 3.767 0.250 0.457 0.293 -0.531 0.055
C 3.209 0.669 1.827 -0.149 -0.712 -1.315
O 1.962 -0.003 1.850 0.174 -0.345 0.573
C 1.712 -0.594 0.673 -0.061 0.692 -0.429
O 0.783 -1.302 0.449 0.355 -0.078 -0.015
O 2.628 -0.251 -0.244 0.118 -0.075 0.065
F 2.966 1.987 1.904 0.344 0.126 0.394
H 4.447 -0.599 0.575 0.055 0.113 0.151
H 4.294 1.006 -0.116 -0.373 0.320 0.054
H 3.838 0.255 2.612 -0.159 0.663 0.505
C -1.136 -1.118 5.902 -0.468 0.560 0.422
C -0.043 -0.051 5.778 -0.155 -1.010 0.183
O -0.095 0.341 4.444 -0.065 0.575 -0.027
C -1.031 -0.363 3.772 -0.603 -0.681 0.100
O -1.297 -0.229 2.623 0.362 0.178 0.015
O -1.659 -1.235 4.587 0.488 -0.061 -0.220
F 1.178 -0.636 5.995 0.134 0.200 0.110
H -1.959 -0.800 6.543 0.106 0.066 0.062
H -0.732 -2.045 6.302 0.054 -0.155 -0.371
H -0.165 0.774 6.473 0.242 0.266 -0.199
C -2.370 4.547 -0.407 -0.353 -1.226 0.193
C -1.628 4.345 -1.717 -0.828 0.534 -0.668
O -0.339 4.011 -1.335 0.167 0.038 -0.426
C -0.299 3.747 -0.001 -0.156 0.125 0.353
O 0.684 3.458 0.588 0.227 -0.245 0.034
O -1.524 3.884 0.538 0.280 0.633 0.059
F -1.657 5.512 -2.456 0.523 0.343 0.319
H -3.309 4.000 -0.363 -0.133 0.231 -0.226
H -2.515 5.600 -0.172 0.197 0.037 0.034
H -2.050 3.644 -2.428 0.090 -0.627 0.366
```
Forces are in eV/Å.

Atomic partial charges in e from the Mulliken method, atoms 1 to 6:
1 Pd 0.879
2 Ba 1.839
3 B 1.210
4 H -0.109
5 H -0.773
6 H -0.332

DFT (ωB97M-V with the def2-TZVPD basis set) results for 2 unconnected molecules or ions with the total composition C12H16BFN3O2 in a non-equilibrium geometry.

Results
Frontier orbital gap ... 2.48 eV
Net charge ... +1
Total energy ... -24653.4082 eV
LUMO level ... -5.27 eV

```
35
Properties=species:S:1:pos:R:3:forces:R:3
O 2.551 3.207 -4.676 0.434 0.309 0.023
B 3.092 2.022 -4.194 0.103 -0.978 0.384
O 4.460 1.942 -3.896 -0.130 0.070 -0.686
N 2.252 0.848 -3.962 -1.649 0.223 0.086
F 2.697 -0.072 -5.026 0.551 -0.294 0.335
H 2.410 3.088 -5.622 -0.504 0.159 0.114
H 4.890 1.685 -4.721 0.453 0.129 0.242
C -1.891 1.121 5.727 -0.056 -0.092 -0.110
N -1.552 0.608 4.383 0.088 0.083 0.134
C -2.430 -0.192 3.748 0.042 0.015 -0.021
C -2.172 -0.659 2.487 0.060 -0.174 -0.090
C -0.987 -0.301 1.837 -0.043 0.110 0.217
C -0.089 0.513 2.532 -0.008 0.054 -0.211
C -0.391 0.951 3.795 -0.091 -0.020 -0.039
C -0.693 -0.735 0.465 0.154 -0.031 -0.396
C -0.428 0.206 -0.526 0.034 -0.023 0.479
C -0.104 -0.206 -1.796 0.208 0.108 -0.180
N -0.039 -1.517 -2.090 -0.215 0.251 -0.007
C -0.309 -2.454 -1.161 -0.002 0.133 0.033
C -0.642 -2.093 0.115 -0.184 -0.023 0.199
C 0.372 -1.886 -3.445 0.209 0.033 -0.374
H -2.083 0.277 6.384 -0.022 0.022 0.050
H -2.775 1.748 5.643 -0.018 0.013 0.067
H -1.062 1.704 6.110 0.039 0.007 -0.008
H -3.341 -0.433 4.275 -0.010 0.046 0.070
H -2.908 -1.285 2.003 -0.009 -0.017 -0.029
H 0.853 0.806 2.091 0.021 0.000 -0.029
H 0.280 1.583 4.356 -0.032 0.017 0.086
H -0.469 1.266 -0.319 0.005 0.035 -0.021
H 0.126 0.492 -2.596 0.263 -0.068 -0.141
H -0.236 -3.486 -1.469 0.030 -0.009 -0.082
H -0.834 -2.869 0.843 0.000 -0.009 0.025
H -0.373 -2.522 -3.919 -0.071 -0.043 0.163
H 1.328 -2.400 -3.379 0.072 0.062 -0.139
H 0.496 -0.957 -3.999 0.278 -0.097 -0.145
```
Forces are in eV/Å.

Atomic partial charges in e from the Mulliken method, atoms 1 to 6:
1 O -0.589
2 B 0.473
3 O -0.573
4 N -0.265
5 F -0.332
6 H 0.296

> Which of these has the lowest total energy?

C12H16BBaF4O16PPd

> Number 1 is which compound?

C12H15P